Record 1
DFT (ωB97M-V/def2-TZVPD) results for a 2-piece molecular cluster, C4H10N2O4S overall at a distorted geometry.

The geometry in XYZ format:
```
21
C4H10N2O4S ωB97M-V/def2-TZVPD
H -1.3420 1.7917 -1.6322
N -1.2383 1.8166 -0.6152
C -0.0710 1.9017 -0.1678
N 0.1116 1.6166 1.1786
C 1.2790 1.3844 1.9041
C 1.0298 0.5594 3.1000
O 2.3314 1.8973 1.5729
S 1.4040 2.1015 -1.2111
O 0.7949 2.3229 -2.4763
O 2.2099 0.9387 -0.9766
O 2.0919 3.4371 -0.6853
H -0.7142 1.0710 1.4818
H 0.0244 0.4572 3.6253
H 1.6045 0.9992 3.8943
H 1.3487 -0.3471 2.8590
H 2.3961 3.0963 0.1098
C -0.7060 -1.0258 -3.0340
H -0.5867 -0.3982 -3.8577
H -0.4514 -0.4963 -2.1370
H -0.1126 -1.9480 -3.2481
H -1.8399 -1.4413 -3.0559
```

Properties
LUMO: 0.28 eV
Kohn-Sham gap: 10.84 eV
Largest force on an atom: 0.0884 Eh/bohr
ΔE to the lowest compared entry with this formula, charge and spin: 11.6 kcal/mol
SMILES: [H]/N=C(/NC(C)=O)S(=O)(=O)O.C

***

Record 2
DFT (ωB97M-V/def2-TZVPD) results for a 16-piece molecular cluster, C51H140N6O19 overall at a distorted geometry.

The geometry in XYZ format:
```
216
C51H140N6O19 ωB97M-V/def2-TZVPD
C -6.4353 0.9626 2.9561
C -4.9801 1.4248 3.0873
C -4.7793 2.9226 2.5716
O -5.2027 3.1551 1.2445
C -4.7324 4.4183 0.7594
N -4.6236 1.1373 4.4620
H -7.1055 1.5539 3.5799
H -6.4874 -0.0511 3.3532
H -6.7882 0.9837 1.9250
H -4.2862 0.7943 2.5314
H -3.7229 3.1676 2.6820
H -5.3875 3.6076 3.1622
H -5.0383 4.5889 -0.2727
H -3.6431 4.4123 0.7970
H -5.0917 5.3323 1.2324
H -3.7662 1.6322 4.6618
H -5.3752 1.5474 4.9977
C 1.5990 -0.6374 -1.8418
C 1.1201 -0.9245 -0.4339
C -0.0593 -0.0087 0.0109
O -0.4588 -0.4321 1.3478
C -1.5265 0.3700 1.8321
N 0.7926 -2.2769 -0.3402
H 2.3526 -1.3761 -2.1149
H 2.0583 0.3400 -1.9894
H 0.7361 -0.6813 -2.5063
H 1.9847 -0.8098 0.2200
H -0.8856 -0.0984 -0.6942
H 0.2801 1.0212 -0.0994
H -1.4405 1.4401 1.6433
H -1.6126 0.3298 2.9179
H -2.4741 0.0447 1.4028
H 1.6077 -2.8600 -0.2147
H 0.2958 -2.3443 0.5366
C 5.0234 -1.1898 -4.2608
C 5.2928 0.2078 -3.6961
C 6.6155 0.4269 -2.9455
O 7.6812 -0.1018 -3.7554
C 8.9690 0.2786 -3.1889
N 5.2512 1.1718 -4.7453
H 5.8893 -1.5130 -4.8386
H 4.2119 -1.1547 -4.9876
H 4.8459 -1.8899 -3.4444
H 4.4003 0.3873 -3.0966
H 6.5744 -0.0747 -1.9787
H 6.6411 1.4878 -2.6964
H 9.2466 -0.2248 -2.2627
H 8.9969 1.3670 -3.1370
H 9.8575 0.0956 -3.7932
H 4.5433 0.9114 -5.4169
H 6.1078 0.9217 -5.2184
C 1.1359 5.6074 -3.7256
C 0.1228 5.9786 -2.6375
C -0.5756 4.7576 -2.0722
O -1.1560 3.8913 -3.1008
C -1.7199 2.6800 -2.5800
N 0.7935 6.7696 -1.5837
H 1.9681 5.2488 -3.1197
H 1.4199 6.5365 -4.2198
H 0.8221 4.8506 -4.4444
H -0.6421 6.6472 -3.0323
H -1.3755 5.0429 -1.3888
H 0.1314 4.0986 -1.5683
H -2.2394 2.2233 -3.4224
H -2.4884 2.9258 -1.8471
H -0.9563 2.0629 -2.1065
H 0.1416 6.8784 -0.8200
H 1.5055 6.2424 -1.0987
C -1.4232 -5.3719 1.9654
C -1.0355 -3.9344 2.0370
C -1.9748 -3.1824 2.9171
O -3.3151 -3.2905 2.4880
C -4.1819 -2.4091 3.1696
N 0.2824 -3.8810 2.6099
H -2.4681 -5.5358 1.7021
H -1.3582 -5.8287 2.9529
H -0.8329 -5.9856 1.2849
H -1.0710 -3.5354 1.0233
H -1.6759 -2.1343 2.9342
H -1.8867 -3.5378 3.9438
H -3.9667 -1.3672 2.9327
H -4.0447 -2.6152 4.2311
H -5.2313 -2.5187 2.8962
H 0.3259 -2.9527 3.0054
H 0.3334 -4.3471 3.5045
C 2.9361 -1.4664 3.0429
C 1.9752 -0.6267 3.8911
C 1.9288 0.8597 3.5186
O 3.2329 1.4251 3.4967
C 3.8207 1.6182 4.7669
N 0.6669 -1.1964 3.6441
H 3.9097 -0.9859 2.9459
H 2.6436 -1.5679 1.9978
H 3.1363 -2.4583 3.4480
H 2.2234 -0.6777 4.9513
H 1.2653 1.3598 4.2241
H 1.5144 0.9792 2.5175
H 4.8619 1.9406 4.7608
H 3.7692 0.6487 5.2625
H 3.3545 2.4265 5.3304
H 0.3473 -0.8471 2.7519
H 0.0911 -0.6503 4.2688
C -6.2155 -0.9515 -0.3404
C -4.7528 -0.5234 -0.6921
C -3.8099 -1.7091 -0.6335
O -4.7382 0.0579 -2.0341
H -6.5787 -1.8698 -0.8019
H -6.9254 -0.1759 -0.6278
H -6.4732 -0.9217 0.7182
H -4.3987 0.2704 -0.0344
H -2.7857 -1.4675 -0.9175
H -4.0878 -2.4962 -1.3344
H -3.8514 -2.2031 0.3373
H -4.9599 -0.6573 -2.6350
C -2.4116 3.5299 6.9172
C -1.7791 3.5495 5.5194
C -0.3103 3.7610 5.6134
O -2.0381 2.3791 4.9301
H -3.4695 3.2672 6.9265
H -2.4374 4.5218 7.3683
H -1.8318 2.9537 7.6382
H -2.4092 4.2503 4.9717
H -0.0821 4.6101 6.2576
H 0.1272 4.1052 4.6763
H 0.2230 2.8643 5.9292
H -1.5248 1.7067 5.3840
C -2.2596 6.4095 2.6324
C -0.8132 6.2667 2.0045
C -0.4339 4.8303 1.5514
O -0.7679 7.1838 0.9229
H -2.4368 5.6832 3.4257
H -3.0669 6.3256 1.9049
H -2.3972 7.3952 3.0769
H -0.1258 6.5993 2.7824
H -0.2611 4.1187 2.3588
H 0.4507 5.0194 0.9433
H -1.0971 4.3107 0.8598
H -0.6310 8.0424 1.3300
C 0.9349 0.5834 -7.2731
C 1.7752 1.4336 -6.4458
C 1.5211 1.1360 -4.9927
O 3.1159 1.1215 -6.7871
H 1.2444 -0.4580 -7.1847
H 1.0837 0.7939 -8.3322
H -0.1076 0.6651 -6.9657
H 1.6868 2.5044 -6.6296
H 0.4582 1.2270 -4.7689
H 2.0098 1.8405 -4.3197
H 1.7460 0.1137 -4.6889
H 3.3238 1.6653 -7.5504
C -2.0942 -2.1685 -6.4715
C -1.7784 -2.0349 -5.0046
C -2.0751 -0.6001 -4.4615
O -2.6367 -2.9250 -4.3444
H -1.7252 -3.1026 -6.8951
H -1.6224 -1.3724 -7.0475
H -3.1539 -2.0438 -6.6944
H -0.7575 -2.3193 -4.7494
H -3.1406 -0.3704 -4.4704
H -1.4797 0.1576 -4.9708
H -1.7261 -0.5214 -3.4319
H -2.1630 -3.0903 -3.5260
C 1.7851 -3.3448 -4.7601
C 2.9794 -4.2908 -4.6038
C 2.9699 -5.0698 -3.2539
O 2.8745 -5.2827 -5.6085
H 1.6406 -2.7005 -3.8930
H 0.8140 -3.8395 -4.7759
H 1.9350 -2.7620 -5.6689
H 3.8837 -3.6867 -4.6782
H 2.9126 -4.5735 -2.2851
H 3.8758 -5.6610 -3.1195
H 2.1408 -5.7774 -3.2478
H 3.6576 -5.8376 -5.5846
C 2.2984 -6.6414 1.4964
C 3.2759 -5.4791 1.3829
C 4.2579 -5.6912 0.2463
O 2.5649 -4.3386 1.1309
H 2.8641 -7.5731 1.4849
H 1.6130 -6.6304 0.6490
H 1.6942 -6.6396 2.4037
H 3.8021 -5.3690 2.3311
H 4.7936 -6.6289 0.3944
H 4.9706 -4.8673 0.2113
H 3.7062 -5.8305 -0.6834
H 1.8650 -4.2435 1.7810
C -2.1005 -0.6620 6.1704
C -3.0750 -0.0602 7.1687
O -2.5328 0.0713 8.4759
O -0.9888 0.2097 5.9829
H -2.6416 -0.7468 5.2280
H -1.7419 -1.6359 6.5035
H -3.8576 -0.8118 7.2724
H -3.6535 0.8271 6.9116
H -3.2067 0.0166 9.1575
H -0.4353 0.1714 6.7664
C -1.4700 -4.8512 -1.7097
C -2.1083 -5.8174 -2.6982
O -1.1596 -6.8022 -3.1125
O -0.8435 -3.6989 -2.1909
H -0.6458 -5.3876 -1.2394
H -2.1569 -4.5075 -0.9363
H -2.6410 -5.3841 -3.5447
H -2.8543 -6.4595 -2.2298
H -0.6445 -6.3403 -3.7780
H -0.1771 -3.4076 -1.5643
C 2.6881 3.1684 -0.2262
C 4.0434 2.6419 0.0949
O 4.6984 2.2443 -1.0640
O 2.6589 4.3722 -0.9870
H 2.1009 3.2012 0.6915
H 2.2136 2.3718 -0.7993
H 3.9441 1.7709 0.7427
H 4.6241 3.3955 0.6268
H 4.5888 2.9154 -1.7416
H 3.0082 4.0948 -1.8371
```

Properties
Total charge: +1
LUMO (alpha / beta): -2.58 / -8.26 eV
<S²>: 0.76
Spin multiplicity: 2
Kohn-Sham gap (alpha / beta): 7.66 / 1.98 eV
Largest force on an atom: 0.0752 Eh/bohr

***

Record 3
DFT (ωB97M-V/def2-TZVPD) results for C4H8NOS as an isolated structure at a distorted geometry.

The geometry in XYZ format:
```
15
C4H8NOS ωB97M-V/def2-TZVPD
C -0.7308 -1.7334 -1.1433
C -0.3578 -0.1248 -1.0040
C -0.8084 0.7088 1.2133
C 0.1367 0.7523 0.0229
N 1.5519 0.1644 0.5314
O -0.4236 0.0626 -2.4002
S -1.0076 -1.4245 -2.8173
H -1.3084 -2.4873 -0.4881
H -1.8937 1.0072 1.1510
H -0.9046 -0.2371 1.6579
H -0.3862 1.3716 2.0561
H 0.3688 1.6647 -0.4263
H 1.7475 -0.8038 0.2000
H 1.7466 0.5220 1.5738
H 2.2695 0.5573 -0.1271
```

Properties
Total charge: +1
LUMO (alpha / beta): -4.02 / -4.02 eV
Kohn-Sham gap (alpha / beta): 8.22 / 8.22 eV
Largest force on an atom: 0.1737 Eh/bohr
ΔE to the lowest compared entry with this formula, charge and spin: 96.3 kcal/mol